# 1
# C32H40BN5O10

A cluster of 8 separate species, C32H40BN5O10 in total at a distorted geometry (ωB97M-V with the def2-TZVPD basis set, the OMol25 dataset).

Atoms and positions in Å:
N1 15.51 8.19 8.50
H1 15.07 7.88 9.36
H2 15.74 9.17 8.49
H3 14.92 7.87 7.75
H4 16.37 7.66 8.42
O1 15.69 10.24 13.88
C1 16.61 9.45 13.72
O2 17.29 8.85 14.67
B1 18.11 7.75 14.12
O3 17.99 7.88 12.67
C2 17.19 8.81 12.35
O4 16.81 9.05 11.20
O5 19.50 7.82 14.67
C3 19.79 6.75 15.40
O6 20.84 6.46 15.90
C4 18.59 5.85 15.32
O7 17.68 6.45 14.59
O8 18.50 4.71 15.86
C5 16.96 7.37 2.68
C6 17.23 6.84 4.06
C7 17.46 8.15 4.82
O9 16.71 9.16 4.16
C8 16.72 8.88 2.78
H5 16.11 6.86 2.22
H6 17.84 7.25 2.04
H7 18.07 6.15 4.15
H8 16.32 6.43 4.49
H9 18.52 8.40 4.75
H10 17.17 8.12 5.87
H11 17.55 9.47 2.38
H12 15.83 9.20 2.24
C9 14.97 5.56 12.54
C10 13.52 6.10 12.58
C11 13.65 7.29 11.59
O10 14.56 6.80 10.60
C12 15.22 5.66 11.07
H13 15.01 4.54 12.94
H14 15.64 6.17 13.13
H15 13.24 6.42 13.58
H16 12.65 5.48 12.34
H17 14.02 8.15 12.14
H18 12.62 7.43 11.25
H19 16.28 5.77 10.86
H20 14.77 4.83 10.51
N2 17.86 6.70 8.12
C13 18.07 5.63 7.28
C14 19.29 4.93 7.16
C15 20.37 5.29 8.00
C16 20.13 6.30 8.92
C17 18.91 6.98 8.94
H21 17.18 5.26 6.80
H22 19.44 4.08 6.50
H23 21.34 4.81 7.99
H24 20.92 6.57 9.61
H25 18.85 7.88 9.54
N3 13.59 10.03 9.68
C18 13.94 10.66 10.81
C19 13.00 11.18 11.73
C20 11.65 10.94 11.43
C21 11.26 10.35 10.21
C22 12.22 9.88 9.40
H26 15.00 10.75 11.01
H27 13.30 11.66 12.65
H28 10.90 11.37 12.09
H29 10.20 10.28 10.02
H30 11.91 9.38 8.50
N4 14.05 6.95 6.68
C23 13.56 7.47 5.49
C24 12.90 6.67 4.54
C25 12.70 5.31 4.81
C26 13.19 4.79 6.04
C27 13.87 5.62 6.91
H31 13.78 8.51 5.32
H32 12.53 7.13 3.64
H33 12.19 4.70 4.08
H34 12.98 3.77 6.33
H35 14.27 5.29 7.85
N5 16.66 10.70 8.20
C28 16.21 11.96 8.42
C29 17.06 13.08 8.50
C30 18.39 12.93 8.17
C31 18.87 11.70 7.80
C32 17.97 10.61 7.82
H36 15.18 12.15 8.67
H37 16.63 14.02 8.81
H38 19.07 13.76 8.23
H39 19.89 11.55 7.49
H40 18.32 9.63 7.52

Calculated values
- E_LUMO (spin up / spin down): 2.25 / 2.25 eV
- Total charge: -1
- Multiplicity: 2

Atom charges from the Mulliken analysis, given in e for atoms 1 to 5:
1. N 1.60
2. H 0.02
3. H 0.94
4. H 1.02
5. H -0.17


# 2
# C27H27N4O4STi

A structure of composition C27H27N4O4STi at a distorted geometry (ωB97M-V with the def2-TZVPD basis set, the OMol25 dataset).

Atoms and positions in Å:
Ti1 1.33 0.48 -0.14
C1 -1.67 3.67 0.41
O1 -2.46 2.51 0.59
C2 -2.02 1.55 1.48
C3 -3.00 0.97 2.28
C4 -2.66 -0.02 3.19
C5 -1.36 -0.43 3.32
C6 -0.33 0.12 2.52
C7 1.01 -0.34 2.69
N1 1.90 -0.07 1.73
N2 3.21 -0.35 1.89
C8 3.85 0.06 0.83
O2 3.20 0.62 -0.18
C9 5.30 -0.06 0.70
C10 6.07 -0.66 1.71
C11 7.44 -0.76 1.57
C12 8.07 -0.28 0.43
C13 7.32 0.31 -0.57
C14 5.94 0.42 -0.45
C15 -0.69 1.12 1.57
O3 0.25 1.70 0.80
H1 -2.34 4.42 0.00
H2 -0.84 3.50 -0.28
H3 -1.27 4.02 1.37
H4 -4.02 1.31 2.17
H5 -3.43 -0.47 3.80
H6 -1.09 -1.21 4.03
H7 1.29 -0.95 3.54
H8 5.56 -1.03 2.59
H9 8.02 -1.22 2.36
H10 9.14 -0.36 0.33
H11 7.80 0.68 -1.47
H12 5.35 0.87 -1.23
C16 -1.40 -3.77 1.42
C17 -1.24 -3.97 -0.09
N3 -1.63 -2.83 -0.90
C18 -3.01 -2.75 -1.33
C19 -3.91 -1.96 -0.39
C20 -0.83 -1.73 -1.08
S1 0.81 -1.87 -0.42
N4 -1.38 -0.71 -1.67
C21 -0.79 0.44 -2.00
O4 0.51 0.67 -1.82
C22 -1.56 1.50 -2.59
C23 -2.96 1.39 -2.74
C24 -3.69 2.42 -3.29
C25 -3.06 3.59 -3.72
C26 -1.68 3.70 -3.59
C27 -0.94 2.68 -3.04
H13 -1.05 -4.66 1.95
H14 -2.44 -3.59 1.69
H15 -0.80 -2.92 1.75
H16 -1.85 -4.81 -0.42
H17 -0.20 -4.23 -0.32
H18 -3.38 -3.77 -1.43
H19 -3.03 -2.29 -2.32
H20 -4.00 -2.43 0.59
H21 -4.91 -1.86 -0.81
H22 -3.51 -0.96 -0.24
H23 -3.44 0.49 -2.40
H24 -4.76 2.32 -3.38
H25 -3.64 4.40 -4.15
H26 -1.18 4.61 -3.92
H27 0.13 2.78 -2.94

Calculated values
- Energy above the lowest of the compared OMol25 structures with the same formula, charge and spin: 20.37 kcal/mol
- E_LUMO (spin up / spin down): 2.16 / 2.19 eV
- Total charge: -1
- Multiplicity: 3

Atom charges from the Mulliken analysis, given in e for atoms 1 to 5:
1. Ti 0.35
2. C -0.65
3. O -0.42
4. C 0.08
5. C -0.36


# 3
# C7H15N3O3S

A cluster of 2 separate species, C7H15N3O3S in total at a distorted geometry (ωB97M-V with the def2-TZVPD basis set, the OMol25 dataset).

Atoms and positions in Å:
N1 -1.86 -1.80 -2.49
C1 -0.61 -1.29 -2.23
N2 0.57 -0.97 -3.13
C2 1.82 -1.18 -2.25
S1 2.71 0.46 -2.11
C3 1.20 -1.78 -0.81
C4 2.17 -1.68 0.53
O1 2.17 -0.59 1.31
O2 3.01 -2.87 0.81
N3 -0.09 -0.94 -0.82
H1 -2.06 -2.65 -3.06
H2 -2.69 -1.35 -2.00
H3 0.76 -1.63 -3.93
H4 2.63 -1.92 -2.73
H5 1.77 1.38 -1.60
H6 0.78 -2.88 -0.98
H7 0.06 0.10 -0.91
C5 0.11 2.43 2.08
C6 -1.39 2.23 2.14
C7 -1.75 0.97 2.91
O3 -1.91 2.14 0.82
H8 0.60 1.59 1.56
H9 0.36 3.33 1.51
H10 0.54 2.52 3.08
H11 -1.86 3.10 2.62
H12 -1.33 0.08 2.43
H13 -2.84 0.83 2.94
H14 -1.38 1.01 3.94
H15 -1.50 1.37 0.39

Calculated values
- Energy above the lowest of the compared OMol25 structures with the same formula, charge and spin: 95.07 kcal/mol
- E_LUMO: -2.44 eV
- Multiplicity: 1

Atom charges from the Mulliken analysis, given in e for atoms 1 to 5:
1. N -0.34
2. C 0.39
3. N -0.20
4. C -0.32
5. S -0.12


# 4
# C16H50O9

A cluster of 9 separate species, C16H50O9 in total at a distorted geometry (ωB97M-V with the def2-TZVPD basis set, the OMol25 dataset).

Atoms and positions in Å:
C1 -5.82 -2.33 -1.68
C2 -6.73 -1.74 -0.55
C3 -5.90 -1.56 0.75
O1 -7.07 -0.45 -0.88
H1 -4.88 -1.78 -1.64
H2 -6.27 -2.20 -2.66
H3 -5.54 -3.37 -1.51
H4 -7.60 -2.37 -0.35
H5 -5.56 -2.53 1.13
H6 -6.51 -1.07 1.51
H7 -5.11 -0.83 0.55
H8 -7.61 -0.14 -0.15
C4 7.10 1.57 1.56
C5 5.57 1.39 1.48
C6 4.87 1.68 2.80
O2 5.08 2.22 0.46
H9 7.51 1.09 2.45
H10 7.39 2.62 1.59
H11 7.61 1.18 0.68
H12 5.30 0.38 1.18
H13 3.84 1.40 2.62
H14 4.87 2.71 3.17
H15 5.29 1.08 3.61
H16 4.27 1.82 0.14
C7 5.01 -4.60 -0.79
C8 5.72 -5.12 -2.11
C9 5.62 -4.08 -3.21
O3 7.02 -5.34 -1.72
H17 4.93 -5.43 -0.09
H18 4.00 -4.22 -0.97
H19 5.64 -3.85 -0.32
H20 5.14 -6.02 -2.34
H21 6.12 -3.14 -3.00
H22 4.56 -3.85 -3.33
H23 6.03 -4.45 -4.15
H24 6.95 -6.04 -1.07
C10 -2.91 1.62 5.95
C11 -2.63 0.11 5.72
C12 -1.28 -0.14 4.96
O4 -2.62 -0.53 6.98
H25 -3.92 1.85 6.29
H26 -2.91 2.12 4.99
H27 -2.16 2.18 6.51
H28 -3.43 -0.31 5.10
H29 -1.33 0.31 3.97
H30 -1.03 -1.18 4.78
H31 -0.46 0.23 5.57
H32 -1.91 -0.18 7.52
C13 -0.33 5.19 2.24
C14 -1.44 4.97 1.11
O5 -1.83 3.63 1.13
H33 0.60 4.76 1.87
H34 -0.65 4.64 3.13
H35 -0.18 6.25 2.42
H36 -1.09 5.26 0.12
H37 -2.36 5.50 1.35
H38 -2.45 3.43 0.42
C15 0.73 1.11 -3.61
C16 0.50 0.25 -2.36
O6 0.88 0.98 -1.22
H39 0.35 0.60 -4.49
H40 1.79 1.34 -3.70
H41 0.21 2.07 -3.56
H42 1.11 -0.65 -2.41
H43 -0.54 -0.06 -2.29
H44 0.14 1.46 -0.85
O7 -3.86 1.10 -6.38
H45 -3.42 0.26 -6.50
H46 -3.44 1.69 -7.01
O8 -4.44 2.36 -2.50
H47 -4.94 1.57 -2.26
H48 -4.25 2.25 -3.43
O9 -1.66 -2.56 -7.41
H49 -1.83 -3.41 -7.00
H50 -1.82 -2.70 -8.34

Calculated values
- Energy above the lowest of the compared OMol25 structures with the same formula, charge and spin: 33.99 kcal/mol
- E_LUMO: 0.24 eV
- SMILES: CC(C)O.CC(C)O.CC(C)O.CC(C)O.CCO.CCO.O.O.O
- Multiplicity: 1

Atom charges from the Mulliken analysis, given in e for atoms 1 to 5:
1. C -1.17
2. C 0.39
3. C -1.23
4. O -0.52
5. H 0.25


# 5
# CH3NO2

The ion CH3NO2 with charge +1 at a distorted geometry (ωB97M-V with the def2-TZVPD basis set, the OMol25 dataset).

Atoms and positions in Å:
C1 -0.44 0.18 -0.41
N1 0.57 -0.27 0.46
O1 0.30 -0.72 1.56
O2 1.73 -0.09 0.09
H1 -1.08 0.67 0.32
H2 -0.96 -0.67 -0.84
H3 -0.12 0.89 -1.18

Calculated values
- Energy above the lowest of the compared OMol25 structures with the same formula, charge and spin: 102.24 kcal/mol
- E_LUMO (spin up / spin down): -8.04 / -11.24 eV
- Total charge: +1
- Multiplicity: 2

Atom charges from the Mulliken analysis, given in e for atoms 1 to 5:
1. C -0.64
2. N 0.85
3. O -0.26
4. O 0.00
5. H 0.34


# 6
# C4H8O2

An isolated molecule of C4H8O2 (ωB97M-V with the def2-TZVPD basis set, the OMol25 dataset).

Atoms and positions in Å:
C1 -1.80 -0.23 0.14
C2 -0.65 0.74 -0.05
O1 -0.82 1.79 -0.63
C3 0.76 0.35 0.38
C4 1.22 -0.99 -0.22
O2 1.65 1.36 0.01
H1 -1.88 -0.68 -0.84
H2 -2.73 0.31 0.31
H3 -1.65 -0.99 0.91
H4 0.73 0.24 1.48
H5 0.62 -1.83 0.15
H6 2.26 -1.17 0.07
H7 1.18 -0.96 -1.31
H8 1.10 2.05 -0.40

Calculated values
- Energy above the lowest of the compared OMol25 structures with the same formula, charge and spin: 15.98 kcal/mol
- E_LUMO: 0.88 eV
- SMILES: CC(=O)[C@@H](C)O
- Multiplicity: 1

Atom charges from the Mulliken analysis, given in e for atoms 1 to 5:
1. C -1.17
2. C 0.82
3. O -0.61
4. C 0.17
5. C -1.22


Among the records above, which one has the highest multiplicity? C27H27N4O4STi


What is the formula in the second record? C27H27N4O4STi


What is the multiplicity in the first record? 2